Entry 1:
5 unconnected molecules or ions with the total composition C22H57IN2O20P5S, computed with wB97M-V/def2-TZVPD.

Charge: +1
HOMO energy in eV: -10.596
Orbital gap in eV: 6.05
LUMO in eV: -4.5

Last column: Mulliken charge in e.
Element x y z (Å)
C 4.64 0.25 0.21  -0.712
C 3.20 0.15 -0.57  -0.336
C 2.95 -1.26 -1.38  -0.844
I 1.67 -0.70 -3.12  0.176
C 2.29 -2.46 -0.47  0.494
C 2.08 -3.87 -1.35  -0.708
N 3.22 -4.87 -1.11  -0.009
C 3.15 -5.42 0.30  0.341
C 1.85 -6.45 0.50  -1.285
P 4.71 -6.56 0.54  0.528
O 6.17 -5.89 -0.15  -0.536
O 4.35 -8.05 -0.35  -0.562
S 4.92 -7.14 2.42  -0.277
C 3.03 -4.28 1.48  -1.263
C 3.04 -2.73 0.96  0.696
C 2.50 -1.81 2.21  -0.697
O 1.20 -2.22 2.76  -0.150
N 0.45 -1.17 3.16  -0.110
O -0.40 -1.06 2.26  -0.144
H 4.95 1.40 0.24  0.180
H 5.49 -0.36 -0.32  0.212
H 4.52 -0.06 1.36  0.170
H 3.22 1.00 -1.40  0.444
H 2.26 0.43 0.11  0.219
H 3.98 -1.64 -1.78  0.275
H 1.18 -2.09 -0.21  -0.073
H 1.03 -4.27 -1.04  0.155
H 2.05 -3.68 -2.50  0.453
H 4.16 -4.50 -1.39  0.485
H 3.02 -5.68 -1.76  0.513
H 1.92 -7.01 1.53  0.411
H 0.83 -5.86 0.46  0.396
H 1.83 -7.25 -0.35  0.353
H 6.54 -5.26 0.53  0.396
H 5.11 -8.71 -0.21  0.366
H 2.13 -4.58 2.16  0.254
H 4.00 -4.41 2.16  0.313
H 4.19 -2.44 0.80  0.212
H 3.31 -1.93 3.08  0.324
H 2.44 -0.66 1.99  0.343
C -4.59 -4.64 0.37  -0.820
O -3.74 -3.83 -0.43  -0.233
P -4.42 -2.29 -0.80  0.780
O -3.31 -2.06 -1.83  -0.657
O -3.92 -1.70 0.66  -0.205
C -2.59 -1.95 1.10  -0.874
O -5.09 -0.74 -1.17  -0.088
C -5.69 -0.65 -2.45  -0.835
H -4.07 -5.57 0.61  0.228
H -4.85 -4.13 1.30  0.373
H -5.50 -4.88 -0.19  0.319
H -1.92 -2.19 0.27  0.370
H -2.60 -2.78 1.81  0.227
H -2.22 -1.06 1.61  0.490
H -6.38 -1.49 -2.60  0.362
H -4.93 -0.64 -3.23  0.279
H -6.26 0.28 -2.51  0.278
C -11.67 -0.39 1.23  -0.749
O -10.98 0.80 1.57  -0.267
P -9.41 0.92 0.85  0.965
O -9.09 2.11 1.76  -0.640
O -10.08 1.48 -0.56  -0.321
C -11.06 2.50 -0.50  -0.640
O -7.84 1.03 0.13  -0.230
C -6.78 0.66 0.98  -0.534
H -12.66 -0.36 1.67  0.247
H -11.76 -0.49 0.14  0.335
H -11.12 -1.25 1.63  0.299
H -11.01 3.08 0.43  0.342
H -12.05 2.06 -0.60  0.239
H -10.90 3.18 -1.34  0.252
H -6.99 -0.31 1.45  0.315
H -6.62 1.42 1.75  0.361
H -5.87 0.57 0.38  0.063
C -2.15 6.14 -2.98  -0.756
O -1.35 5.44 -2.05  -0.275
P -0.86 3.88 -2.59  0.981
O -0.38 3.55 -1.18  -0.641
O 0.39 4.55 -3.44  -0.345
C 1.22 5.52 -2.82  -0.664
O -0.36 2.31 -3.14  -0.205
C -1.15 1.24 -2.65  -0.799
H -2.37 7.13 -2.59  0.242
H -1.63 6.24 -3.94  0.340
H -3.09 5.60 -3.13  0.307
H 1.18 5.46 -1.73  0.329
H 0.91 6.52 -3.14  0.259
H 2.25 5.36 -3.14  0.266
H -2.21 1.46 -2.80  0.348
H -0.95 1.07 -1.59  0.406
H -0.89 0.34 -3.20  0.162
C 9.26 6.51 2.25  -0.742
O 8.25 5.75 2.87  -0.288
P 7.06 5.15 1.77  0.989
O 6.17 4.76 2.95  -0.638
O 8.03 3.88 1.38  -0.335
C 8.66 3.14 2.41  -0.648
O 5.87 4.56 0.66  -0.238
C 4.68 5.33 0.60  -0.669
H 10.00 6.79 3.00  0.240
H 9.76 5.92 1.47  0.337
H 8.83 7.41 1.81  0.312
H 8.15 3.25 3.38  0.352
H 9.70 3.47 2.51  0.247
H 8.66 2.08 2.14  0.243
H 4.93 6.39 0.47  0.363
H 4.09 5.20 1.50  0.326
H 4.09 5.00 -0.26  0.162

=====

Entry 2:
A gas-phase ion, C7H12N5 (charge +1), computed with wB97M-V/def2-TZVPD.

Energy relative to the best compared isomer or geometry (same formula, charge and spin) in kJ/mol: 291.7
SMILES: [H]/N=[n+]1\ncnc\c1=C\NC(C)C
Charge: +1
HOMO energy (alpha / beta) in eV: -13.306 / -13.303
Orbital gap (alpha / beta) in eV: 8.11 / 8.11
LUMO (alpha / beta) in eV: -5.2 / -5.2

Last column: Mulliken charge in e.
Element x y z (Å)
C -0.10 0.40 -0.36  0.036
C -2.15 1.37 0.21  -0.434
C -3.96 0.12 0.60  -0.016
C -1.50 0.21 -0.29  0.438
C 2.38 -0.46 1.33  -1.080
C 2.76 0.95 -0.76  -1.682
C 2.17 -0.36 -0.28  0.205
N -3.42 1.36 0.66  -0.547
N -3.47 -0.91 0.02  -0.789
N -1.84 -2.03 -1.05  -0.979
N 0.79 -0.52 -0.47  0.031
N -2.20 -0.95 -0.51  1.197
H 0.30 1.37 -0.19  0.348
H -1.57 2.27 0.16  0.441
H -4.94 0.03 0.92  0.465
H 2.28 -1.50 1.44  0.409
H 3.37 -0.02 1.57  0.345
H 1.61 0.10 1.97  0.291
H 3.79 0.92 -0.53  0.467
H 2.46 1.86 -0.32  0.467
H 2.76 1.18 -1.83  0.395
H 2.78 -1.25 -0.60  0.325
H -2.62 -2.66 -1.12  0.315
H 0.30 -1.50 -0.59  0.351

=====

Entry 3:
5 unconnected molecules or ions with the total composition C5H20N10O5, computed with wB97M-V/def2-TZVPD.

Energy relative to the best compared isomer or geometry (same formula, charge and spin) in kJ/mol: 2.0
Charge: -1
HOMO energy (alpha / beta) in eV: 0.091 / -6.930
Multiplicity: 2
Orbital gap (alpha / beta) in eV: 2.36 / 9.27
LUMO (alpha / beta) in eV: 2.5 / 2.3

Last column: Mulliken charge in e.
Element x y z (Å)
C -0.51 1.17 5.16  0.449
O -0.53 1.12 6.40  -0.760
N -1.30 0.47 4.48  -0.262
N 0.08 2.07 4.42  -0.389
H -1.99 -0.09 4.95  0.171
H -1.39 0.66 3.49  0.401
H 0.75 2.56 4.99  0.199
H 0.03 1.94 3.42  0.427
C -0.36 0.18 1.04  0.488
O -0.86 0.94 1.87  -0.950
N -0.70 0.00 -0.19  0.040
N 0.65 -0.62 1.35  -0.073
H -0.14 -0.73 -0.62  -0.165
H -1.36 0.60 -0.68  0.232
H 1.13 -1.19 0.67  0.145
H 0.93 -0.54 2.32  0.170
C 2.47 0.03 -3.38  0.092
O 2.25 0.65 -4.40  -0.598
N 1.57 -0.76 -2.86  0.255
N 3.60 -0.11 -2.68  -0.301
H 1.57 -1.05 -1.90  0.090
H 0.71 -0.84 -3.38  0.204
H 3.65 -0.91 -2.07  0.206
H 4.48 0.29 -2.99  0.210
C -2.35 3.09 -0.69  0.480
O -3.29 2.48 -0.13  -0.637
N -1.22 3.39 -0.11  -0.323
N -2.45 3.72 -1.81  -0.415
H -1.11 3.07 0.84  0.213
H -0.42 3.73 -0.63  0.189
H -1.65 4.18 -2.23  0.175
H -3.23 3.44 -2.39  0.257
C 0.33 -3.63 -1.38  -4.932
O 0.80 -2.60 -0.89  1.648
N -0.58 -3.70 -2.26  0.031
N 0.72 -4.89 -1.01  -0.380
H -1.13 -2.85 -2.33  0.780
H -0.87 -4.62 -2.54  0.634
H 0.35 -5.61 -1.62  0.364
H 1.36 -5.03 -0.25  0.634

=====

Entry 4:
C6H13NO in the gas phase, computed with wB97M-V/def2-TZVPD.

Energy relative to the best compared isomer or geometry (same formula, charge and spin) in kJ/mol: 200.7
SMILES: CC(=O)NCC(C)C
HOMO energy in eV: -9.458
Orbital gap in eV: 10.35
LUMO in eV: 0.9

Last column: Mulliken charge in e.
Element x y z (Å)
O -0.87 -1.78 1.20  -0.606
C -0.29 -0.80 1.63  0.670
N 0.54 -0.12 0.74  -0.129
C 0.43 -0.35 -0.68  -1.090
C -0.16 0.82 -1.46  0.600
C -0.37 0.38 -2.97  -1.413
C 0.76 2.05 -1.29  -1.179
C -0.15 -0.66 3.12  -1.053
H 0.84 0.77 1.12  0.261
H 1.49 -0.44 -1.11  0.284
H -0.13 -1.34 -0.90  0.347
H -1.09 1.17 -1.09  0.404
H 0.25 -0.41 -3.25  0.399
H -0.29 1.29 -3.52  0.400
H -1.46 0.18 -2.87  0.309
H 1.99 1.86 -0.94  0.239
H 0.19 2.74 -0.71  0.314
H 0.91 2.44 -2.34  0.349
H 0.31 0.18 3.59  0.340
H 0.09 -1.54 3.63  0.289
H -1.26 -0.49 3.58  0.263

=====

Entry 5:
2 unconnected molecules or ions with the total composition C5H12N2O, computed with wB97M-V/def2-TZVPD.

Energy relative to the best compared isomer or geometry (same formula, charge and spin) in kJ/mol: 479.0
HOMO energy in eV: -7.324
Orbital gap in eV: 8.01
LUMO in eV: 0.7

Last column: Mulliken charge in e.
Element x y z (Å)
C 1.65 -0.42 -0.22  -1.249
C 0.48 1.21 -1.01  0.533
N 0.69 2.23 -0.13  -0.463
O 0.65 1.26 -2.21  -0.632
H 1.17 3.00 -0.57  0.222
H 0.69 1.98 0.85  0.220
H 2.21 0.24 0.44  0.354
H 1.70 -1.42 0.21  0.374
H 2.23 -0.54 -1.14  0.313
C -1.02 -1.91 -0.08  -1.338
C -0.79 -0.52 0.43  0.544
N -1.10 0.53 -0.56  -0.250
C -0.76 -0.15 1.73  -1.073
H -1.44 0.12 -1.43  0.321
H -1.81 1.19 -0.20  0.356
H -0.46 -2.61 0.55  0.367
H -2.09 -2.15 -0.07  0.351
H -0.65 -2.03 -1.09  0.431
H -0.85 0.88 2.05  0.332
H -0.51 -0.89 2.47  0.290

=====

Entry 6:
2 unconnected molecules or ions with the total composition C4H9IOPS, computed with wB97M-V/def2-TZVPD.

Energy relative to the best compared isomer or geometry (same formula, charge and spin) in kJ/mol: 181.1
Charge: +1
HOMO energy (alpha / beta) in eV: -12.995 / -12.996
Orbital gap (alpha / beta) in eV: 6.30 / 6.30
LUMO (alpha / beta) in eV: -6.7 / -6.7

Last column: Mulliken charge in e.
Element x y z (Å)
C 0.63 -1.78 -1.05  -0.784
C -0.37 -2.32 -1.64  -0.558
C 1.45 1.65 1.73  -1.147
C 0.18 1.20 1.03  -0.094
O -1.37 1.39 -1.16  -0.123
P 0.12 1.84 -0.70  0.473
S -2.88 0.81 -1.34  0.226
I -3.06 -0.72 0.42  0.170
H 1.21 -1.16 -1.59  0.425
H 0.85 -2.01 -0.02  0.354
H -1.06 -3.01 -1.26  0.373
H -0.48 -2.36 -2.74  0.230
H 1.41 1.70 2.85  0.336
H 2.28 0.88 1.43  0.294
H 1.66 2.69 1.66  0.387
H -0.77 1.19 1.55  0.437
H 0.20 0.03 0.83  0.001

=====

What max |F| values result from the calculations? In sequence: 0.204 0.105 0.139 0.093 0.049 0.078 hartree/bohr.
What DFT total energy values result from the calculations? In sequence: -4888.577557 -547.343102 -1126.403176 -366.357455 -382.320079 -1269.888730 hartree.